Density functional theory data (wB97M-V/def2-TZVPD) for an isolated molecule of C3H6N2OS in a non-equilibrium geometry.

Computed properties:
* E_HOMO: -8.4 eV
* gap between HOMO and LUMO: 0.3245 Ha
* SMILES: C/N=C1\NSCO1
* total charge: 0
* 2S+1: 1
* total energy: -19069.911 eV
* energy relative to the best compared isomer or geometry (same formula, charge and spin): 217.6 kJ/mol

Last column: Löwdin charge in e.
Element x y z (Å)
C1 -2.197 -0.466 -0.028  -0.143
N1 -1.304 0.665 -0.191  0.056
C2 -0.075 0.408 -0.164  -0.556
N2 0.543 -0.816 0.036  -0.297
S1 2.223 -0.853 -0.207  0.889
C3 2.127 0.964 0.167  -0.402
O1 0.872 1.357 -0.358  -0.053
H1 -3.216 -0.108 0.164  0.077
H2 -2.217 -1.083 -0.899  0.065
H3 -1.922 -1.114 0.791  0.068
H4 -0.005 -1.649 -0.235  0.104
H5 2.209 1.200 1.247  0.100
H6 2.961 1.495 -0.324  0.094